Entry 1:
DFT (ωB97M-V/def2-TZVPD) results for a single C4H6N4 molecule.

Geometry (Å):
N 0.89 -0.03 1.42
H 1.46 -0.92 1.57
H -0.86 0.45 2.20
C 0.77 0.41 0.10
H -0.61 -2.06 0.42
C -0.56 0.39 -1.69
H -1.31 0.33 -2.39
N -0.50 0.01 -0.40
C 1.38 1.04 -0.97
C -1.04 -0.93 0.52
N -0.44 -0.43 1.82
N 0.55 1.00 -2.07
H 2.35 1.57 -1.08
H -2.08 -0.84 0.55

## Properties
Energy relative to the best compared isomer or geometry (same formula, charge and spin) = 57.9 kcal per mole
LUMO level = 0.8 eV
E_tot = -374.96905 Ha
Charge = 0
Orbital gap = 9.24 eV
M = 110.1 g/mol

---

Entry 2:
DFT (ωB97M-V/def2-TZVPD) results for a molecular structure, C28H30IN5O3RbS2.

Geometry (Å):
C 2.93 3.59 0.76
H 3.42 4.73 2.57
H -3.72 2.53 -1.92
H -2.89 4.62 0.74
C 1.68 -3.67 -4.34
H 1.04 -5.16 -5.75
C 3.07 -2.53 0.13
H -2.24 0.48 2.08
O 1.70 -0.43 3.20
C -0.31 0.90 4.82
S 1.88 2.82 2.91
C -2.04 -1.87 -4.99
H 3.18 -4.65 -0.20
N 0.76 0.90 1.25
C -0.76 -2.43 -4.71
O -2.12 1.87 -0.80
C -0.45 -3.63 -5.43
H 3.50 4.13 0.01
C -2.93 -2.42 -5.88
H -2.48 3.21 1.72
C -0.66 0.55 3.53
C -4.02 2.79 0.23
H -3.92 1.49 3.59
I -2.61 -0.10 -4.02
H 3.06 0.53 -0.13
H 4.62 0.53 2.48
C 5.17 0.10 1.64
C 2.90 3.92 2.07
H -1.10 -5.10 -6.87
C -2.59 -3.60 -6.57
H 0.70 0.72 5.16
C -1.38 -4.19 -6.34
H -4.82 3.47 -0.06
N 2.21 2.49 0.38
C 0.14 -1.82 -3.77
C 4.29 -0.86 0.90
C -2.75 3.54 0.72
H -3.12 2.81 6.83
H -0.69 2.97 0.15
H -3.30 -4.03 -7.27
C -3.52 1.99 -0.98
C -2.90 1.33 3.94
H 6.05 -0.42 2.03
H -1.60 3.84 -1.11
N -3.51 2.23 6.10
H 1.87 -3.83 -1.06
H -0.96 1.74 6.68
S 0.53 -0.16 2.41
H 1.75 -4.12 0.68
C -1.68 3.12 -0.28
C -2.55 1.70 5.24
C 4.18 -2.23 0.94
H 4.79 -2.91 1.51
C 0.80 -4.24 -5.21
H -3.94 0.99 -1.06
H -4.26 2.71 5.63
H 2.10 -2.10 -2.97
N 3.32 -0.43 0.07
H -4.41 2.13 1.00
N 2.55 -1.43 -0.39
Rb -0.20 -0.52 -0.94
C 1.35 -2.48 -3.65
C -1.25 1.47 5.67
C -1.97 0.76 3.09
H -3.89 -1.95 -6.05
C 1.59 1.96 1.41
H 2.65 -4.14 -4.17
H 5.51 0.91 0.99
O -0.16 -1.27 1.78
C 2.43 -3.86 -0.13

## Properties
Energy relative to the best compared isomer or geometry (same formula, charge and spin) = 7.5 kcal per mole
LUMO level = 2.1 eV
E_tot = -2702.69030 Ha
Charge = -1
Orbital gap = 5.65 eV
M = 761.1 g/mol

---

Entry 3:
DFT (ωB97M-V/def2-TZVPD) results for 2 unconnected molecules or ions with the total composition C3H3N2O.

Geometry (Å):
H -1.58 1.61 0.74
C 0.70 -0.66 -0.35
O 3.98 0.46 0.27
C 2.99 0.03 -0.05
C -1.37 0.71 0.32
N 1.92 -0.58 -0.43
H -1.41 -1.05 -0.29
N -2.06 -0.26 0.02
H -3.17 -0.25 -0.22

## Properties
Energy relative to the best compared isomer or geometry (same formula, charge and spin) = 127.9 kcal per mole
LUMO level (alpha / beta) = -5.7 / -5.9 eV
E_tot = -300.36551 Ha
Charge = +1
Orbital gap (alpha / beta) = 7.86 / 6.55 eV
M = 83.1 g/mol

---

Entry 4:
DFT (ωB97M-V/def2-TZVPD) results for a molecular structure, C33H65N9O5SSc.

Geometry (Å):
N 3.56 -1.18 6.43
N 0.26 -1.20 0.10
H -1.00 -2.21 -7.94
H -2.33 -1.24 0.10
H -1.17 -0.64 7.16
C 4.78 4.23 0.30
H 3.41 -2.12 -0.96
H -2.17 3.74 -1.10
C 1.39 -0.72 -1.98
N -0.94 0.32 2.72
H -1.29 -1.75 5.82
H 5.65 4.03 0.92
C -3.30 2.86 0.55
H 5.66 1.62 -0.20
C -0.53 -2.10 0.84
H 4.37 -0.89 5.89
S -2.80 -0.12 -2.85
C -2.08 3.62 -0.02
H 5.19 2.44 -1.70
H -2.35 3.29 -5.95
N 4.09 2.99 -0.01
H -0.41 2.06 -5.58
O 1.66 0.32 2.39
H -4.63 -2.08 2.41
H 5.10 4.72 -0.62
H -0.18 4.51 -5.07
H -1.74 -0.29 2.56
H -4.54 -1.97 0.65
C 0.83 -3.06 -1.47
H 2.69 1.75 7.30
C -3.40 3.71 -4.11
H -0.31 -0.33 -6.83
H -4.37 3.75 -4.61
H -0.12 1.09 5.63
H 2.68 -2.74 0.51
C -2.19 -3.72 2.40
C -2.76 -2.75 1.57
C 4.82 1.99 -0.78
C 1.28 -1.74 -0.85
C -0.81 -2.94 -5.89
H 1.74 0.26 -1.63
C -1.92 -1.97 0.79
H -4.76 -3.53 1.43
N 3.30 0.96 7.26
H -0.56 -3.89 -5.40
C 2.85 2.76 0.41
H -3.41 4.48 -3.33
H 2.40 3.58 0.98
O -0.41 2.03 -0.65
C -0.87 2.79 0.27
H -1.85 -2.74 -5.61
H -2.83 -4.35 3.00
C 1.34 0.30 3.62
H -3.33 2.74 -3.63
N 1.51 -0.48 7.21
H 4.26 1.15 7.01
H 2.96 -1.01 0.34
N -3.08 1.41 0.49
C 0.69 -1.49 6.52
H -2.40 4.98 -5.51
C 0.01 -3.08 1.68
H -2.00 4.59 0.46
Sc 0.39 0.69 0.80
O 2.23 1.73 0.18
C -1.68 0.50 -3.94
C 2.66 -1.91 -0.20
C 2.77 -0.23 6.93
C -0.68 -0.93 6.22
H 1.09 -3.19 1.75
H 4.11 4.90 0.84
H -0.95 1.82 -2.66
H 0.14 -1.91 -4.25
H 0.81 2.48 -4.38
N -1.57 -0.03 -5.20
C -0.13 -0.14 3.86
N -0.89 1.52 -3.63
H -2.30 -0.70 -5.36
C -0.70 -3.12 -7.40
H -0.19 -2.96 -1.87
C -0.68 0.24 5.23
H -4.19 3.20 0.01
H -0.84 4.22 -3.48
H -1.28 1.26 2.85
H -2.99 1.10 -0.48
C -0.21 -4.98 3.31
C -0.81 -3.90 2.45
H -3.42 3.13 1.60
C -0.27 -0.43 -5.74
C -2.27 3.97 -5.10
H -0.10 -1.23 3.77
H 1.00 0.26 7.68
H 0.49 0.26 -5.39
H -3.88 0.93 0.87
H 1.13 -2.04 -5.69
C 0.11 -1.86 -5.34
H 3.15 -2.05 6.14
H 0.78 -4.70 3.67
H 4.16 1.17 -1.02
H -1.71 0.57 5.12
H 0.41 -0.58 -2.44
H -0.09 -5.91 2.74
H -1.35 -3.92 -7.75
H 1.20 -1.75 5.59
H 0.32 -3.36 -7.70
H 2.10 -1.05 -2.74
H 0.83 -3.88 -0.75
O 2.09 0.50 4.58
C -0.86 3.86 -4.51
C -0.27 2.45 -4.57
H -0.84 -5.20 4.17
O -0.37 2.73 1.43
H 0.61 -2.38 7.14
C -4.25 -2.57 1.51
H 1.50 -3.33 -2.29

## Properties
Energy relative to the best compared isomer or geometry (same formula, charge and spin) = 3.7 kcal per mole
LUMO level = -2.1 eV
E_tot = -3324.48471 Ha
Charge = +1
Orbital gap = 7.20 eV
M = 745.0 g/mol

---

Entry 5:
DFT (ωB97M-V/def2-TZVPD) results for 2 unconnected molecules or ions with the total composition C9H24B3NO3S.

Geometry (Å):
H 1.35 1.11 0.66
H -0.15 -2.94 -1.85
O 3.64 3.88 0.13
B 3.25 4.13 -1.19
C -1.08 -4.05 0.62
C -0.46 -1.93 -1.60
O 2.64 5.35 -1.44
H -0.27 0.75 1.32
C -1.44 -2.56 0.67
H -2.23 -4.64 -1.11
H -4.17 -5.60 0.12
B 1.65 5.63 -0.53
H 2.61 3.62 3.13
O 1.68 5.06 0.72
C -3.48 -4.93 0.62
H -3.39 -5.26 1.66
H -1.98 -0.87 -0.52
H 0.58 2.70 -0.81
N 3.45 3.15 -2.19
H 0.38 -1.41 -1.14
H -0.94 -4.40 1.65
H -0.78 3.15 0.24
H -1.73 -5.96 -0.08
H -2.32 -2.42 1.29
C -1.69 -1.91 -0.69
H -0.84 1.69 -0.81
C -0.23 2.32 -0.18
B 2.58 4.04 0.99
H -2.53 -2.39 -1.19
H -0.63 -2.03 1.17
S 0.63 2.60 2.43
H 2.79 3.20 -2.96
C 0.41 1.53 0.99
C 2.37 3.09 2.22
H -3.92 -3.93 0.63
H -0.11 -4.18 0.13
H 0.76 6.36 -0.82
H 2.98 2.19 2.14
H 3.44 2.21 -1.82
C -2.11 -4.94 -0.06
H -0.68 -1.42 -2.54

## Properties
LUMO level = 0.4 eV
E_tot = -1110.86030 Ha
Charge = 0
Orbital gap = 8.86 eV
M = 258.8 g/mol

---

Entry 6:
DFT (ωB97M-V/def2-TZVPD) results for 2 unconnected molecules or ions with the total composition C5H9FOSi.

Geometry (Å):
F 2.73 1.34 -1.25
H 1.95 1.36 1.71
C -2.11 -0.73 -0.03
Si 1.34 0.71 -0.67
H -1.74 -0.35 2.02
H 1.00 2.52 0.62
H 0.19 1.21 1.43
O -2.64 -0.39 -2.39
H -1.75 1.13 0.98
C -2.25 -0.54 -1.32
H 1.22 -1.46 -1.76
C 1.59 -1.21 -0.81
H 0.96 -1.70 -0.10
H -2.20 -1.83 0.05
H 2.45 -1.67 -0.55
C -1.87 0.08 1.12
C 1.15 1.54 0.97

## Properties
Energy relative to the best compared isomer or geometry (same formula, charge and spin) = 74.9 kcal per mole
LUMO level (alpha / beta) = -0.7 / -0.1 eV
E_tot = -660.41482 Ha
Charge = 0
Orbital gap (alpha / beta) = 6.68 / 7.54 eV
M = 132.2 g/mol

---

Entry 7:
DFT (ωB97M-V/def2-TZVPD) results for 12 unconnected molecules or ions with the total composition C45H96Cl2N2O29.

Geometry (Å):
C -0.38 -0.25 -0.68
H 2.54 -1.57 5.58
C -2.45 2.61 3.64
C 4.62 -2.95 6.55
H 2.80 6.52 1.31
O -0.78 -0.33 0.48
H 7.05 -2.78 -7.86
H 0.92 -2.39 -0.01
H -1.93 -2.37 -3.75
O -1.23 6.59 1.12
H -11.43 5.15 -0.45
H 0.92 0.69 -6.16
C 1.29 7.03 -4.67
C -2.31 -3.35 6.43
H -3.31 2.87 -3.78
O -7.97 3.13 -0.60
H 3.90 0.95 2.20
Cl 1.25 1.76 -4.03
O -7.72 5.40 -0.05
H 1.92 -3.25 3.81
O -2.53 1.28 4.10
O 0.43 4.88 1.26
H 4.30 -5.83 -0.42
H -10.15 6.25 -0.10
O -1.73 3.95 -4.46
H 2.56 -5.77 -2.42
H -3.81 4.29 -4.72
H 0.68 -1.35 3.35
H 1.93 -0.50 3.71
H -11.52 4.49 2.06
O 4.12 5.27 2.03
O -1.07 -3.94 -2.86
C -3.42 0.24 -2.16
C -1.97 5.56 5.32
H 3.78 -2.47 -2.38
O -2.20 2.90 2.46
H 0.11 -1.17 -4.10
H -1.18 -6.90 -0.29
H -6.28 2.47 0.22
H 1.72 -7.05 0.24
H 1.83 -4.88 -1.09
H -2.45 -5.34 7.16
H 4.42 -8.95 -4.08
C 3.29 -2.06 4.96
C 2.56 -2.39 3.64
C 1.53 -1.68 -0.56
C 5.98 -4.18 -5.19
C -1.89 -4.41 -1.93
O -2.60 -3.78 -1.23
C 3.33 0.99 1.28
H 3.56 -10.04 -2.86
H -2.73 -7.33 -1.05
H 4.10 -3.55 -1.02
H 5.83 -4.10 -8.08
O -1.59 6.22 -4.51
C 4.50 -3.17 -1.96
H 0.46 -2.69 -4.76
C 3.82 4.49 1.01
H 4.39 -3.37 2.83
H 2.54 2.40 0.08
H 0.30 3.10 0.27
H 1.18 4.78 -1.40
H -12.30 5.82 1.43
H 1.87 5.36 -5.94
H -6.32 2.21 -1.53
O -3.03 -3.65 5.19
O 0.12 4.78 -5.02
H -2.25 5.13 6.29
H -2.43 -0.75 3.68
H 5.78 -4.83 -2.50
H 1.01 -6.36 -1.88
H -3.07 -0.08 -3.14
C 0.39 1.36 -5.49
H 4.27 -4.93 -3.28
H 0.20 2.30 -6.02
H 2.30 0.97 1.65
H -5.97 3.74 -0.96
O -0.91 0.51 -1.67
O -9.72 4.21 0.15
H -3.33 4.45 -3.12
Cl -1.29 0.75 -5.37
H -3.43 -3.14 1.09
N 1.66 -1.28 3.12
H -2.18 6.63 5.35
H 3.92 -6.92 0.80
H -0.87 -5.15 6.46
C 2.47 -6.88 -0.54
C 3.52 6.53 2.13
H -1.24 3.86 0.41
C -0.18 4.08 0.28
C 0.94 5.81 -5.58
O -2.87 3.50 4.54
H 0.45 7.72 -4.67
H -2.53 1.35 -0.55
C -8.42 4.35 -0.13
C -2.23 1.09 -1.57
C -0.26 5.99 1.66
N 3.57 -6.20 0.18
C -2.14 0.23 3.31
H 4.95 -3.80 7.13
C -6.61 2.89 -0.73
H 5.07 -9.29 -2.46
C 0.39 7.82 2.98
H -2.19 2.09 -1.99
H 5.58 -2.52 6.28
H 7.38 -4.46 -7.36
H -10.72 5.93 2.34
C 0.14 4.52 -1.17
O -1.66 -5.75 -1.84
H -0.92 5.39 5.10
H 3.69 -8.70 -0.59
H -3.53 -0.61 -1.48
H -2.65 0.24 2.34
C -1.02 -2.58 -3.19
C -2.62 -3.54 1.71
O 3.94 3.29 1.38
H -1.57 -2.59 6.19
O 0.49 6.47 2.73
H -2.72 -5.90 -0.08
C -11.29 5.43 1.56
H 4.21 7.26 1.69
O 3.77 -3.24 5.47
H 4.10 -1.91 2.12
C -2.34 -3.82 4.05
C 6.62 -3.69 -7.45
H 4.26 2.12 -0.28
O -1.12 -3.86 3.98
H -1.97 -2.67 1.69
H -0.57 8.01 3.47
C -2.09 -6.51 -0.74
C -1.10 5.08 -4.62
H -2.97 -3.08 7.25
H -2.20 -4.46 1.30
H 1.22 -2.24 -3.28
C -3.07 3.90 -4.02
O 0.71 -0.83 -1.22
H 3.03 -3.20 1.66
H 3.21 6.80 3.14
O 6.16 -3.31 -6.21
C 2.91 -8.21 -1.17
C -1.64 -4.62 7.04
H 2.15 -1.14 0.16
H -0.55 5.32 -1.46
H 5.37 -2.59 -1.65
H -1.11 0.25 2.94
H -0.06 3.73 -1.89
C 5.03 -4.21 -3.00
O 3.42 -8.04 -2.51
H 1.19 8.34 3.52
C 1.92 -5.87 -1.55
C -2.77 4.91 4.24
H 4.17 -2.32 7.33
C 4.16 -9.15 -3.04
H 1.52 6.52 -3.74
H -4.26 0.93 -2.09
H -2.37 5.18 3.26
H 2.27 -2.24 -1.14
H 4.04 -1.29 4.84
H 3.68 0.11 0.75
H -3.77 5.35 4.21
H 0.57 6.17 -6.54
O -3.19 -3.79 2.98
C 3.53 2.28 0.52
O 5.46 -3.51 -4.21
H -1.31 -4.40 8.06
C -10.60 5.31 0.24
C 3.54 -2.76 2.52
H 2.15 7.59 -5.03
H 2.02 -8.83 -1.29
H -1.08 -1.97 -2.29
O 3.43 4.83 -0.09
O 6.19 -5.41 -5.20
H 0.40 8.36 2.03
C 0.27 -2.21 -3.81

## Properties
LUMO level = 0.5 eV
E_tot = -4983.90572 Ha
Charge = 0
Orbital gap = 9.78 eV
M = 1200.2 g/mol

---

Q: Which formula does entry 4 have?
A: C33H65N9O5SSc

---

Q: Which of these has the lowest charge?
A: C28H30IN5O3RbS2